No. 1
Entry from the Open Molecules 2025 dataset: a 2-piece molecular cluster, C5H15N2O overall at a distorted geometry (ωB97M-V with the def2-TZVPD basis set).

```
! wB97M-V def2-TZVPD RIJCOSX def2/J DEFGRID3
* xyz 1 1
C -0.039 2.920 0.189
C 0.451 2.180 -0.971
C -0.481 0.902 -1.010
C -0.522 0.134 0.264
N -0.331 -2.204 1.992
C 0.456 -2.081 0.925
N 0.566 -0.903 0.255
H -0.913 3.529 0.052
H -0.366 2.385 1.110
H 0.673 3.617 0.648
H 0.464 2.756 -1.936
H 1.556 1.887 -0.817
H -1.550 1.274 -1.161
H -0.233 0.223 -1.913
H -1.385 -0.459 0.495
H -0.252 0.904 1.196
H -1.259 -1.727 2.337
H -0.447 -3.139 2.347
H 1.124 -2.940 0.773
H 1.500 -0.565 -0.097
H 0.748 -3.589 -1.803
H -0.014 -2.128 -1.723
O 0.255 -2.977 -1.151
*
```



No. 2
Entry from the Open Molecules 2025 dataset: a single C5H5N3O molecule at a distorted geometry (ωB97M-V with the def2-TZVPD basis set).

SMILES string: C[C@H]1C(=O)c2ncnn21

```
! wB97M-V def2-TZVPD RIJCOSX def2/J DEFGRID3
* xyz 0 1
C 2.097 0.227 -0.252
C 0.687 0.431 0.370
C -0.310 1.441 -0.328
O -0.259 2.628 -0.432
C -1.345 0.353 -0.222
N -2.506 -0.292 -0.429
C -2.265 -1.474 0.117
N -0.994 -1.657 0.563
N -0.427 -0.486 0.261
H 2.840 0.498 0.475
H 2.359 0.701 -1.198
H 2.217 -0.894 -0.344
H 0.768 0.782 1.323
H -2.863 -2.258 0.096
*
```



No. 3
Entry from the Open Molecules 2025 dataset: a 9-piece molecular cluster, C36H63N9 overall at a distorted geometry (ωB97M-V with the def2-TZVPD basis set).

SMILES string: CCCC#N.CCCC#N.CCCC#N.CCCC#N.CCCC#N.CCCC#N.CCCC#N.CCCC#N.CCCC#N

```
! wB97M-V def2-TZVPD RIJCOSX def2/J DEFGRID3
* xyz 0 1
C 2.126 -5.461 -3.197
C 1.721 -4.118 -3.890
C 0.710 -3.309 -3.049
C -0.555 -3.936 -2.787
N -1.618 -4.430 -2.640
H 3.132 -5.294 -2.810
H 2.102 -6.354 -3.821
H 1.593 -5.674 -2.271
H 1.307 -4.436 -4.847
H 2.584 -3.458 -3.984
H 0.319 -2.464 -3.615
H 1.150 -2.903 -2.138
C 1.451 -7.415 0.719
C 2.698 -6.765 1.322
C 3.106 -5.469 0.520
C 2.053 -4.425 0.381
N 1.213 -3.562 0.377
H 0.640 -6.688 0.764
H 1.175 -8.331 1.241
H 1.525 -7.667 -0.338
H 3.509 -7.487 1.421
H 2.461 -6.558 2.366
H 3.363 -5.741 -0.504
H 4.061 -5.037 0.820
C -5.487 -1.163 -2.234
C -3.958 -1.490 -2.395
C -3.481 -1.015 -3.756
C -3.800 0.469 -3.970
N -4.066 1.523 -4.156
H -6.021 -1.375 -3.160
H -5.713 -0.099 -2.159
H -5.901 -1.544 -1.300
H -3.839 -2.568 -2.288
H -3.430 -1.131 -1.512
H -4.084 -1.453 -4.552
H -2.405 -1.181 -3.801
C -3.389 -2.813 1.154
C -3.219 -4.307 0.524
C -2.858 -5.388 1.588
C -3.777 -5.331 2.706
N -4.532 -5.285 3.610
H -4.168 -2.873 1.914
H -3.767 -2.034 0.492
H -2.413 -2.490 1.515
H -2.406 -4.189 -0.193
H -4.096 -4.640 -0.031
H -1.934 -5.246 2.147
H -2.869 -6.368 1.111
C 5.292 5.236 2.127
C 3.943 4.709 1.689
C 3.334 3.436 2.161
C 3.248 3.248 3.614
N 3.318 3.081 4.747
H 6.004 4.462 1.837
H 5.197 5.399 3.201
H 5.515 6.185 1.641
H 4.025 4.633 0.605
H 3.225 5.486 1.953
H 4.024 2.692 1.763
H 2.407 3.334 1.597
C -0.257 8.711 0.564
C 0.178 8.478 -0.873
C -0.362 7.145 -1.446
C 0.135 5.907 -0.937
N 0.382 4.815 -0.521
H 0.117 9.714 0.769
H 0.125 7.976 1.271
H -1.342 8.815 0.560
H 1.246 8.648 -0.733
H -0.198 9.303 -1.478
H -0.166 6.935 -2.497
H -1.445 7.115 -1.324
C -3.655 0.134 4.995
C -2.241 0.104 4.348
C -1.523 -1.312 4.490
C -1.626 -1.851 5.917
N -1.723 -2.326 7.009
H -4.238 1.041 4.841
H -3.439 0.088 6.062
H -4.105 -0.805 4.670
H -1.593 0.838 4.828
H -2.195 0.380 3.294
H -0.455 -1.239 4.285
H -2.027 -1.964 3.777
C 2.805 2.464 -1.580
C 3.935 3.411 -2.096
C 3.607 3.875 -3.527
C 2.471 4.879 -3.703
N 1.594 5.618 -3.776
H 1.929 3.108 -1.663
H 2.936 2.045 -0.583
H 2.767 1.590 -2.230
H 4.957 3.046 -1.999
H 4.105 4.380 -1.627
H 3.304 3.085 -4.215
H 4.490 4.280 -4.022
C -0.548 -0.541 -0.578
C -1.464 0.628 -0.188
C -0.589 1.815 0.234
C 0.056 1.713 1.497
N 0.564 1.632 2.532
H 0.120 -0.307 -1.408
H -1.121 -1.383 -0.966
H 0.004 -0.829 0.317
H -2.165 0.301 0.581
H -2.072 0.902 -1.050
H -1.251 2.666 0.392
H 0.233 2.042 -0.444
*
```



Short version: frontier orbital gap = 10.66; 10.24; 10.82 eV, in the order given.
Short version: ΔE to the lowest compared entry with this formula, charge and spin = 278.5; 260.2; 417.0 kJ/mol, in the order given.